Density functional theory data (the ωB97M-V functional and the def2-TZVPD basis) for a structure of composition C9H24IO3Zn at a distorted geometry.

Cartesian coordinates (Å):
Zn (0.067, 8.031, -0.337)
I (-2.370, 6.905, 0.085)
C (-1.738, 11.375, 0.430)
C (-1.525, 10.486, -0.773)
C (-1.663, 11.386, -1.992)
O (-0.241, 9.952, -0.744)
H (-1.645, 10.616, 1.207)
H (-2.727, 11.824, 0.517)
H (-1.087, 12.184, 0.763)
H (-2.367, 9.796, -0.713)
H (-0.719, 11.845, -2.284)
H (-2.351, 12.226, -1.894)
H (-1.877, 10.744, -2.846)
H (0.367, 10.571, -1.156)
C (-5.742, 8.640, -2.738)
C (-5.945, 9.064, -1.205)
C (-7.263, 9.912, -1.044)
O (-5.976, 7.924, -0.338)
H (-6.061, 9.400, -3.451)
H (-6.266, 7.708, -2.949)
H (-4.694, 8.504, -3.003)
H (-5.095, 9.696, -0.948)
H (-7.957, 9.591, -1.821)
H (-6.965, 10.921, -1.328)
H (-7.697, 9.859, -0.045)
H (-5.081, 7.760, -0.031)
C (1.493, 7.265, 3.153)
C (0.237, 8.000, 2.660)
C (-0.220, 9.077, 3.677)
O (0.532, 8.734, 1.479)
H (2.427, 7.785, 2.939)
H (1.391, 6.243, 2.789)
H (1.453, 7.230, 4.242)
H (-0.559, 7.295, 2.422)
H (-1.212, 9.256, 3.263)
H (0.136, 10.107, 3.645)
H (-0.428, 8.799, 4.711)
H (1.160, 9.426, 1.700)

Forces on atoms 1 to 3 (eV/Å):
-2.2 -0.5 0.8
1.7 0.3 -0.5
-0.2 -1.0 2.2

Calculated values
LUMO energy = -5.7 eV
net charge = +1
E_tot = -72376.01897 eV
gap between HOMO and LUMO = 6.45 eV
HOMO energy = -12.1 eV
relative energy (zero: lowest compared OMol25 entry of this formula, charge and spin) = 0.000 eV
molar mass = 372.58 u



Density functional theory data (the ωB97M-V functional and the def2-TZVPD basis) for a cluster of 3 separate species, C9H24O3 in total at a distorted geometry.

Cartesian coordinates (Å):
C (24.983, -2.390, -6.510)
C (26.065, -2.937, -5.592)
C (27.353, -3.452, -6.242)
O (26.427, -1.991, -4.620)
H (24.772, -3.075, -7.331)
H (25.359, -1.460, -6.953)
H (24.082, -2.098, -5.972)
H (25.720, -3.878, -5.135)
H (27.878, -2.724, -6.869)
H (27.169, -4.352, -6.826)
H (28.018, -3.667, -5.406)
H (25.752, -1.870, -3.939)
C (24.402, -2.257, -0.688)
C (23.644, -2.875, -1.855)
C (22.128, -2.885, -1.694)
O (23.994, -2.125, -3.035)
H (24.340, -2.834, 0.243)
H (23.794, -1.397, -0.365)
H (25.413, -1.946, -0.916)
H (23.959, -3.911, -2.001)
H (21.733, -1.948, -1.294)
H (21.853, -3.650, -0.964)
H (21.692, -3.091, -2.669)
H (23.377, -1.379, -3.102)
C (20.757, -1.203, -5.756)
C (20.684, -0.245, -4.576)
C (19.685, -0.642, -3.525)
O (22.025, -0.139, -4.004)
H (19.781, -1.449, -6.192)
H (21.173, -2.139, -5.377)
H (21.354, -0.880, -6.611)
H (20.484, 0.801, -4.853)
H (19.770, 0.051, -2.686)
H (19.830, -1.626, -3.061)
H (18.676, -0.733, -3.924)
H (22.568, 0.195, -4.726)

Forces on atoms 1 to 3 (eV/Å):
0.7 0.5 -0.4
-0.1 -1.0 0.1
0.1 0.7 0.0

Calculated values
LUMO energy = 0.7 eV
E_tot = -15864.41775 eV
gap between HOMO and LUMO = 10.32 eV
HOMO energy = -9.6 eV
relative energy (zero: lowest compared OMol25 entry of this formula, charge and spin) = 0.423 eV
molar mass = 180.29 u



Density functional theory data (the ωB97M-V functional and the def2-TZVPD basis) for a structure of composition C9H24O9S3Sn at a distorted geometry.

Cartesian coordinates (Å):
Sn (-7.769, -11.105, -2.805)
O (-7.479, -13.260, -4.772)
S (-7.164, -14.186, -5.854)
O (-6.414, -15.415, -5.496)
O (-8.562, -14.604, -6.564)
C (-8.645, -15.788, -7.337)
C (-10.130, -16.054, -7.706)
C (-6.290, -13.362, -7.258)
H (-8.389, -16.619, -6.680)
H (-7.953, -15.654, -8.168)
H (-10.748, -16.019, -6.808)
H (-10.405, -16.981, -8.208)
H (-10.546, -15.199, -8.238)
H (-6.465, -13.910, -8.183)
H (-5.222, -13.448, -7.054)
H (-6.600, -12.320, -7.340)
O (-8.490, -8.214, -2.638)
S (-9.482, -7.135, -2.765)
O (-9.083, -5.724, -2.940)
O (-10.597, -7.597, -3.995)
C (-11.664, -6.718, -4.370)
C (-12.605, -7.525, -5.304)
C (-10.598, -7.384, -1.342)
H (-11.231, -5.867, -4.895)
H (-12.303, -6.363, -3.562)
H (-13.483, -6.959, -5.613)
H (-12.859, -8.428, -4.748)
H (-12.077, -7.990, -6.137)
H (-11.477, -6.768, -1.530)
H (-9.928, -7.046, -0.552)
H (-10.812, -8.427, -1.108)
O (-10.463, -10.932, -1.761)
S (-11.759, -11.382, -1.237)
O (-12.386, -10.529, -0.187)
O (-12.849, -11.554, -2.511)
C (-14.218, -11.768, -2.321)
C (-14.986, -10.434, -2.131)
C (-11.739, -13.064, -0.557)
H (-14.394, -12.404, -1.453)
H (-14.667, -12.282, -3.170)
H (-14.524, -9.656, -1.523)
H (-16.076, -10.430, -2.111)
H (-14.757, -9.961, -3.086)
H (-11.290, -13.747, -1.279)
H (-12.793, -13.327, -0.472)
H (-11.196, -13.052, 0.388)

Forces on atoms 1 to 3 (eV/Å):
-0.9 -0.6 -0.5
-0.5 1.6 0.9
1.5 -4.7 -2.3

Calculated values
LUMO energy (alpha / beta) = -13.2 / -15.6 eV
2S+1 = 2
net charge = +3
E_tot = -66449.55665 eV
gap between HOMO and LUMO (alpha / beta) = 4.90 / 2.53 eV
HOMO energy (alpha / beta) = -18.1 / -18.1 eV
molar mass = 491.19 u



Density functional theory data (the ωB97M-V functional and the def2-TZVPD basis) for a structure of composition C9H25Ba3O7 at a distorted geometry.

Cartesian coordinates (Å):
Ba (-2.036, 7.507, -6.037)
Ba (-6.087, 5.430, -0.026)
Ba (-3.088, 0.357, -6.631)
O (-1.716, 1.233, -2.497)
C (-1.845, 2.457, -2.054)
O (-1.919, 3.356, -2.911)
O (-2.166, 2.598, -0.873)
H (-1.830, 0.666, -1.732)
C (-2.232, -5.911, 0.282)
C (-2.564, -4.770, 1.168)
O (-1.487, -3.901, 1.266)
H (-1.440, -6.533, 0.699)
H (-1.885, -5.518, -0.674)
H (-3.114, -6.516, 0.073)
H (-2.731, -5.174, 2.166)
H (-3.472, -4.205, 0.955)
H (-1.936, -3.125, 1.611)
C (-2.253, -0.338, 6.164)
C (-1.800, 0.467, 4.990)
O (-2.696, 0.269, 3.915)
H (-2.995, 0.243, 6.712)
H (-1.431, -0.599, 6.830)
H (-2.767, -1.261, 5.896)
H (-0.758, 0.316, 4.710)
H (-1.904, 1.524, 5.235)
H (-2.402, 0.889, 3.244)
C (4.780, 3.651, -0.564)
C (3.644, 4.342, -1.284)
O (2.860, 4.973, -0.370)
H (5.378, 4.395, -0.038)
H (5.340, 3.018, -1.252)
H (4.489, 2.891, 0.161)
H (3.043, 3.669, -1.895)
H (4.082, 5.016, -2.019)
H (1.992, 4.980, -0.781)
C (3.005, -1.297, -3.642)
C (2.731, -1.871, -2.148)
O (1.880, -2.995, -2.161)
H (3.645, -2.010, -4.162)
H (3.757, -0.519, -3.513)
H (2.162, -0.948, -4.238)
H (2.356, -1.095, -1.481)
H (3.659, -2.345, -1.828)
H (1.748, -3.313, -1.265)

Forces on atoms 1 to 3 (eV/Å):
0.6 0.5 -0.1
0.1 -0.4 0.8
0.4 -0.7 0.4

Calculated values
LUMO energy = -15.5 eV
net charge = +5
E_tot = -26091.61838 eV
gap between HOMO and LUMO = 1.11 eV
HOMO energy = -16.6 eV
molar mass = 657.28 u



Density functional theory data (the ωB97M-V functional and the def2-TZVPD basis) for a structure of composition C9H25ClI2NOP2Rh at a distorted geometry.

Cartesian coordinates (Å):
I (-0.720, -2.311, -4.028)
I (1.425, -2.845, -0.989)
Rh (-0.266, -0.675, -1.260)
P (1.188, 0.986, -2.042)
C (2.787, 1.011, -1.216)
C (1.573, 0.541, -3.776)
H (2.233, 1.341, -4.181)
H (1.389, 3.293, -2.634)
H (0.601, 0.479, -4.295)
H (-0.321, 2.801, -2.520)
H (3.160, 0.004, -0.996)
H (2.070, -0.444, -3.778)
C (0.662, 2.715, -2.056)
H (3.484, 1.541, -1.879)
H (0.613, 3.133, -1.048)
H (2.639, 1.578, -0.292)
P (-2.181, -1.407, -0.095)
C (-1.815, -2.226, 1.467)
C (-3.481, -0.214, 0.317)
H (-3.180, -2.206, -2.090)
H (-3.917, -3.060, -0.644)
H (-2.241, -3.502, -1.248)
C (-2.983, -2.697, -1.123)
H (-3.748, 0.375, -0.562)
H (-4.362, -0.759, 0.670)
H (-2.710, -2.795, 1.749)
H (-1.628, -1.430, 2.196)
H (-3.152, 0.461, 1.111)
H (-0.948, -2.892, 1.398)
Cl (-1.904, 0.662, -2.485)
C (2.067, -0.375, 3.280)
N (1.225, 0.721, 2.885)
C (1.127, 1.853, 3.784)
C (0.548, 0.659, 1.687)
O (0.665, -0.361, 0.962)
H (2.487, -0.102, 4.264)
H (2.882, -0.518, 2.552)
H (1.468, -1.296, 3.364)
H (1.514, 2.763, 3.311)
H (0.095, 2.002, 4.119)
H (1.737, 1.673, 4.685)
H (-0.082, 1.524, 1.433)

Forces on atoms 1 to 3 (eV/Å):
0.5 0.0 0.8
-1.1 1.0 -0.8
-0.4 0.2 0.0

Calculated values
LUMO energy (alpha / beta) = -8.2 / -10.2 eV
2S+1 = 5
net charge = +2
E_tot = -63570.33900 eV
gap between HOMO and LUMO (alpha / beta) = 7.35 / 5.00 eV
HOMO energy (alpha / beta) = -15.6 / -15.2 eV
relative energy (zero: lowest compared OMol25 entry of this formula, charge and spin) = 0.062 eV
molar mass = 617.42 u



Density functional theory data (the ωB97M-V functional and the def2-TZVPD basis) for the ion C9H25NO3P3 with charge +1.

Cartesian coordinates (Å):
C (3.052, 2.536, -0.540)
C (1.724, 2.594, -1.306)
C (1.565, 1.481, -2.348)
C (1.804, 0.063, -1.827)
N (0.568, -0.668, -1.438)
P (-0.334, -0.239, -0.130)
P (1.037, 0.066, 1.561)
P (2.247, -1.801, 1.442)
O (1.679, -2.875, 0.642)
O (2.621, -2.130, 2.951)
O (3.590, -1.136, 0.925)
C (-1.785, -1.303, 0.032)
C (-1.471, -2.786, 0.210)
C (-2.674, -0.716, 1.163)
C (-3.945, -0.012, 0.669)
C (-3.767, 1.483, 0.420)
H (3.812, 1.980, -1.095)
H (2.953, 2.063, 0.438)
H (3.452, 3.534, -0.369)
H (0.878, 2.593, -0.610)
H (1.658, 3.547, -1.832)
H (0.564, 1.521, -2.790)
H (2.256, 1.674, -3.172)
H (2.477, 0.062, -0.966)
H (2.279, -0.565, -2.578)
H (-0.038, -0.771, -2.250)
H (-0.899, 1.044, -0.254)
H (0.108, -0.430, 2.507)
H (1.945, -2.060, 3.630)
H (4.409, -1.540, 1.237)
H (-2.308, -1.160, -0.922)
H (-2.418, -3.322, 0.288)
H (-0.906, -3.194, -0.626)
H (-0.896, -2.969, 1.114)
H (-2.925, -1.536, 1.836)
H (-2.111, 0.002, 1.772)
H (-4.740, -0.170, 1.398)
H (-4.287, -0.494, -0.252)
H (-3.220, 1.690, -0.504)
H (-4.729, 1.987, 0.331)
H (-3.228, 1.960, 1.243)

Forces on atoms 1 to 3 (eV/Å):
0.0 0.0 0.0
0.0 0.0 -0.1
0.0 0.0 0.0

Calculated values
LUMO energy = -3.0 eV
net charge = +1
E_tot = -45233.94906 eV
gap between HOMO and LUMO = 10.55 eV
HOMO energy = -13.6 eV
relative energy (zero: lowest compared OMol25 entry of this formula, charge and spin) = 0.000 eV
molar mass = 288.22 u